# 1
This record from OMol25 describes the molecule C5H8O. The level of theory is ωB97M-V/def2-TZVPD.

For the electronic energy, the calculation gives -7357.304 eV. As for the charge: 0. The HOMO-LUMO gap is 8.63 eV.

Cartesian coordinates (Å):
O -0.65248 1.35685 -0.77620
C -0.59320 0.48075 0.33394
C -1.37674 -0.77100 -0.10412
C -0.86717 -1.70066 -1.11998
C 1.88808 0.41074 -0.00171
C 0.82140 0.17229 0.75578
H -0.19249 2.16987 -0.52799
H -1.12106 0.92346 1.19616
H -2.43239 -0.51751 -0.26091
H -1.38889 -1.52248 0.72026
H 0.23811 -1.57114 -1.13730
H 1.78091 0.85070 -0.99036
H 2.89351 0.17047 0.33114
H 0.93722 -0.28250 1.74032



# 2
This record from OMol25 describes the molecule C5H8O. The level of theory is ωB97M-V/def2-TZVPD.

For the electronic energy, the calculation gives -7357.015 eV. As for the charge: 0. The HOMO-LUMO gap (alpha / beta) is 8.34 / 8.34 eV.

Cartesian coordinates (Å):
C 0.89861 1.58096 0.06379
C 1.09942 -1.19959 0.28006
C -0.17384 -0.69913 -0.38856
O -1.31279 -0.76303 0.47550
C -1.50284 0.66192 0.46234
C -0.27910 0.85360 -0.44497
H 1.46583 -0.46428 1.01032
H 1.73136 1.24681 -0.59783
H 0.90204 -2.12903 0.82029
H 1.88969 -1.37709 -0.45729
H -0.36815 -1.22814 -1.33180
H -1.39048 1.10155 1.46054
H -2.47551 0.93997 0.03768
H -0.49034 1.26936 -1.44614



# 3
This record from OMol25 describes the molecule C5H8O in a non-equilibrium geometry. The level of theory is ωB97M-V/def2-TZVPD.

For the electronic energy, the calculation gives -7360.809 eV. As for the charge: 0. Its SMILES is O=CC1CCC1. The HOMO-LUMO gap is 10.78 eV.

Cartesian coordinates (Å):
C -0.31685 -1.24137 0.88193
C -0.37869 0.16544 0.44337
C 0.89303 0.82815 -0.00841
C 0.13955 1.41653 -1.20976
C -1.05005 0.44018 -0.95980
H -1.32429 -1.67685 1.17208
H -0.99582 0.74124 1.20249
H 1.70243 0.14836 -0.29342
H 1.33957 1.51040 0.70760
H 0.59435 1.34167 -2.16256
H -0.06087 2.50500 -1.17784
H -0.94248 -0.42741 -1.61032
H -2.04510 0.88705 -1.01066
O 0.75128 -1.83539 1.03608



# 4
This record from OMol25 describes the molecule C5H8O. The level of theory is ωB97M-V/def2-TZVPD.

For the electronic energy, the calculation gives -7360.912 eV. As for the charge: 0. Its SMILES is C=C(C)CC=O. The HOMO-LUMO gap is 10.15 eV.

Cartesian coordinates (Å):
C 1.53862 -0.40830 -0.68093
C 0.48683 0.07716 0.28501
C -0.75077 -0.76767 0.48638
C -1.83862 -0.09009 -0.35858
O -2.07404 1.09056 -0.30510
C 0.46435 1.31038 0.78732
H 1.12919 -1.10315 -1.42396
H 2.34557 -0.93926 -0.16009
H 1.99093 0.43355 -1.21415
H -0.63609 -1.81722 0.19235
H -1.08774 -0.75562 1.53208
H -2.39548 -0.72572 -1.07096
H -0.31500 1.60923 1.48128
H 1.14225 2.08615 0.44935



# 5
This record from OMol25 describes the molecule C5H8O. The level of theory is ωB97M-V/def2-TZVPD.

For the electronic energy, the calculation gives -7362.083 eV. As for the charge: 0. Its SMILES is O=C1CCCC1. The HOMO-LUMO gap is 10.40 eV.

Cartesian coordinates (Å):
O 2.44207 0.24076 0.55800
C 1.25433 0.21382 0.34023
C 0.56029 0.89258 -0.83697
C -0.84775 0.27885 -0.91107
C -1.02448 -0.66837 0.31060
C 0.21542 -0.50949 1.19375
H 0.58493 1.97794 -0.66651
H 1.14103 0.71913 -1.74761
H -1.63940 1.02754 -1.01889
H -0.91180 -0.37790 -1.77567
H -1.05027 -1.69251 -0.07540
H -1.96940 -0.51577 0.84034
H 0.03144 0.10036 2.08695
H 0.61966 -1.46713 1.53158



# 6
This record from OMol25 describes the molecule C5H8O. The level of theory is ωB97M-V/def2-TZVPD.

For the electronic energy, the calculation gives -7362.207 eV. As for the charge: 0. Its SMILES is O=C1CCCC1. The HOMO-LUMO gap is 10.41 eV.

Cartesian coordinates (Å):
O -0.57140 2.48964 -0.09381
C -0.31260 1.31590 0.03275
C -1.30386 0.16278 0.17531
C -0.51045 -1.09035 -0.22404
C 0.95142 -0.76680 0.15474
C 1.09090 0.74679 -0.08738
H -1.60688 0.12346 1.22981
H -2.20268 0.34769 -0.41941
H -0.88650 -1.99998 0.25837
H -0.57901 -1.24834 -1.30706
H 1.67048 -1.38807 -0.39083
H 1.10209 -0.98020 1.22210
H 1.79877 1.25360 0.57455
H 1.34662 1.04537 -1.10685



# 7
This record from OMol25 describes a 2-piece molecular cluster, C5H8O overall. The level of theory is ωB97M-V/def2-TZVPD.

For the electronic energy, the calculation gives -7359.220 eV. As for the charge: 0. Its SMILES is C=C1CC1.C=O. The HOMO-LUMO gap is 10.79 eV.

Cartesian coordinates (Å):
C 1.22254 -1.17016 0.17939
C 1.48782 0.30118 0.50970
C 0.57353 -0.08929 -0.56827
C -0.19760 0.27902 -1.57393
O -3.04825 0.47795 0.13498
C -2.04234 0.46869 0.79537
H 1.99787 -1.74246 -0.32406
H 0.64627 -1.74221 0.90557
H 1.08194 0.67697 1.44916
H 2.44488 0.73789 0.23432
H -0.36955 1.32858 -1.80093
H -0.70265 -0.45324 -2.19853
H -1.46727 1.38911 1.02215
H -1.62720 -0.46202 1.23509



# 8
This record from OMol25 describes the molecule C5H8O. The level of theory is ωB97M-V/def2-TZVPD.

For the electronic energy, the calculation gives -7360.344 eV. As for the charge: 0. Its SMILES is C=CCOC=C. The HOMO-LUMO gap is 10.11 eV.

Cartesian coordinates (Å):
O -1.58920 -0.32957 -0.47068
C -1.18222 0.77914 -1.13985
C -0.25939 1.67233 -0.78764
C 0.62532 -1.05146 0.19571
C 1.70143 -0.75977 0.91714
C -0.78925 -0.76384 0.61892
H -1.72818 0.85706 -2.07643
H -0.03184 2.48315 -1.46953
H 0.30414 1.62440 0.13634
H 0.72022 -1.53003 -0.77855
H 2.70156 -1.00331 0.57129
H 1.62174 -0.25291 1.87781
H -1.27743 -1.68397 0.95744
H -0.81689 -0.04120 1.44803



Energy relative to the best compared isomer or geometry (same formula, charge and spin) values, unit kcal per mole, following the record order: 114.19 120.85 33.34 30.97 3.97 1.12 69.99 44.09.